(P)
Molecular formula: C5H16N2O
Method: DFT, ωB97M-V/def2-TZVPD

Last column: natural (NBO) charge in e.
CARTESIAN COORDINATES (ANGSTROEM)
C1 -2.4851 1.5693 1.2183  -0.420
N1 -1.3223 0.7662 1.2527  -0.631
C2 -0.3745 0.6781 0.1215  -0.238
C3 -0.8350 -0.4425 -0.7802  -0.395
C4 0.0271 -0.7751 -2.0709  -0.443
C5 1.4197 -0.5603 -1.6735  -0.198
N2 2.0736 -1.3059 -0.6281  -0.840
H1 -2.7220 1.9655 0.1944  0.158
H2 -2.2096 2.5025 1.7424  0.192
H3 -3.4132 1.0307 1.4571  0.207
H4 -1.5883 -0.2719 1.4593  0.339
H5 0.5385 0.4091 0.7050  0.199
H6 -0.4305 1.6095 -0.3444  0.196
H7 -1.8037 -0.0683 -1.2590  0.200
H8 -1.0506 -1.3303 -0.2001  0.194
H9 -0.4081 -0.2865 -2.9914  0.224
H10 -0.3013 -1.7461 -2.1208  0.213
H11 2.1307 -0.4202 -2.7249  0.139
H12 1.5569 0.5436 -1.2519  0.187
H13 2.3452 -2.2646 -0.8911  0.354
H14 2.9712 -0.9057 -0.4773  0.361
O1 2.0797 -0.1861 3.4956  -0.914
H15 2.2472 0.3133 2.7441  0.455
H16 1.5547 -0.8244 3.0233  0.461

Properties
orbital gap: 9.055 eV
net charge: 0
SMILES: CNCCCCN.O
E_HOMO: -8.2 eV

(Q)
Molecular formula: C5H16N2O
Method: DFT, ωB97M-V/def2-TZVPD

Last column: natural (NBO) charge in e.
CARTESIAN COORDINATES (ANGSTROEM)
C1 -1.2960 -0.3722 -1.1836  -0.235
N1 -1.6748 -0.6349 -2.6335  -0.841
C2 -1.1326 1.1288 -0.9299  -0.232
N2 -1.0637 1.4442 0.4765  -0.809
H1 -0.3771 -0.9574 -0.9900  0.193
H2 -2.1137 -0.8183 -0.6103  0.204
H3 -0.8224 -0.5148 -3.2292  0.344
H4 -1.9292 -1.6043 -2.7199  0.357
H5 -1.8748 1.7929 -1.4267  0.204
H6 -0.1367 1.3727 -1.3746  0.199
H7 -0.3530 2.1580 0.6709  0.393
H8 -1.8847 1.5878 1.0460  0.404
H9 -0.5664 0.3289 1.0300  0.464
C3 0.9030 -1.3234 1.3093  -0.043
O1 -0.3214 -0.6663 1.5404  -0.841
C4 2.1611 -0.4069 1.3412  -0.425
C5 2.3056 0.6939 0.2180  -0.611
H10 0.8841 -1.8361 0.3482  0.129
H11 1.0780 -2.1304 2.1032  0.166
H12 3.0423 -1.0759 1.3224  0.197
H13 2.2155 0.1142 2.3354  0.197
H14 3.2624 1.2955 0.2341  0.217
H15 1.4062 1.3714 0.2938  0.172
H16 2.2631 0.2609 -0.7865  0.197

Properties
orbital gap: 9.547 eV
net charge: 0
E_HOMO: -8.7 eV

(R)
Molecular formula: C5H16N2O
Method: DFT, ωB97M-V/def2-TZVPD

Last column: natural (NBO) charge in e.
CARTESIAN COORDINATES (ANGSTROEM)
C1 -1.5127 0.6354 1.4667  -0.653
C2 -0.1262 1.1764 1.0802  -0.215
N1 0.9639 0.2443 0.8970  -0.449
C3 1.2388 -0.5999 2.0637  -0.413
C4 1.0598 -0.4168 -0.4224  -0.247
C5 0.1244 -1.6519 -0.6620  -0.244
N2 -1.1453 -1.4541 -1.3414  -0.834
H1 -2.2422 0.8052 0.6756  0.209
H2 -1.8485 1.0495 2.4172  0.213
H3 -1.4765 -0.4421 1.6346  0.209
H4 -0.2236 1.7712 0.1691  0.188
H5 0.1600 1.9496 1.8069  0.185
H6 0.9852 0.0129 2.9277  0.200
H7 0.5845 -1.4747 2.1013  0.165
H8 2.2744 -0.9282 2.0513  0.199
H9 2.1254 -0.6286 -0.5257  0.191
H10 0.7772 0.3230 -1.1718  0.208
H11 -0.0914 -2.0129 0.3413  0.179
H12 0.6470 -2.4626 -1.1705  0.192
H13 -0.9916 -1.3088 -2.3368  0.357
H14 -1.6749 -0.7144 -0.9428  0.355
O1 -0.3523 1.7008 -2.6170  -0.939
H15 0.2655 2.2543 -2.1307  0.471
H16 -0.3181 2.0465 -3.5080  0.472

Properties
orbital gap: 8.385 eV
net charge: 0
SMILES: CCN(C)CCN.O
E_HOMO: -7.8 eV

The data favor (R); the next most stable structure lies 44.2 kJ/mol above it.

(P)
Molecular formula: C5H16N2O
Method: DFT, ωB97M-V/def2-TZVPD

Last column: natural (NBO) charge in e.
CARTESIAN COORDINATES (ANGSTROEM)
C1 1.5827 0.3451 1.3462  -0.635
C2 0.1549 -0.1587 1.4664  -0.213
N1 -0.8976 0.4899 0.7038  -0.443
C3 -1.2140 1.8447 1.1357  -0.419
C4 -0.8430 0.3909 -0.7434  -0.238
C5 0.1588 1.2727 -1.5364  -0.253
N2 0.9893 0.5333 -2.4976  -0.840
H1 2.3064 -0.3411 1.7868  0.216
H2 1.6520 1.3468 1.7564  0.205
H3 1.8661 0.4259 0.3034  0.195
H4 0.0698 -1.2407 1.2900  0.194
H5 -0.1791 -0.1260 2.5081  0.191
H6 -0.8912 1.9959 2.1689  0.199
H7 -0.7943 2.6621 0.5377  0.173
H8 -2.2939 1.9839 1.1178  0.195
H9 -1.8556 0.6024 -1.1094  0.192
H10 -0.7044 -0.6413 -1.0145  0.194
H11 0.7998 1.8712 -0.8976  0.196
H12 -0.4320 1.9407 -2.1436  0.186
H13 0.4484 -0.2154 -2.9050  0.350
H14 1.8538 0.1793 -2.1115  0.355
O1 -0.9676 -4.9989 -0.3441  -0.938
H15 -0.4515 -4.8282 -1.1337  0.469
H16 -0.3579 -5.3343 0.3155  0.469

Properties
orbital gap: 8.702 eV
net charge: 0
SMILES: CCN(C)CCN.O
E_HOMO: -8.0 eV

(Q)
Molecular formula: C5H16N2O
Method: DFT, ωB97M-V/def2-TZVPD

Last column: natural (NBO) charge in e.
CARTESIAN COORDINATES (ANGSTROEM)
C1 -0.1388 1.4627 -0.1032  -0.622
C2 1.1018 0.5483 0.0097  -0.210
C3 1.6279 0.3460 -1.4063  -0.618
C4 0.7135 -1.0003 0.6271  -0.039
N1 1.1278 -1.1211 2.0098  -0.835
C5 -0.6468 -1.4696 0.2182  -0.261
N2 -0.8683 -1.5246 -1.2741  -0.844
H1 -0.0428 2.3355 -0.7655  0.215
H2 -0.9020 0.8064 -0.5758  0.195
H3 -0.4789 1.7332 0.8898  0.189
H4 1.9290 0.9469 0.5955  0.196
H5 1.0578 -0.1360 -2.1310  0.203
H6 2.0032 1.2758 -1.7959  0.204
H7 2.4818 -0.3133 -1.3114  0.201
H8 1.3988 -1.6178 0.0221  0.175
H9 2.0290 -0.7068 2.1868  0.359
H10 0.5387 -0.6644 2.7113  0.356
H11 -0.9150 -2.5374 0.4448  0.219
H12 -1.4810 -0.9842 0.7211  0.208
H13 -1.2318 -0.6590 -1.6598  0.347
H14 -0.1238 -1.8080 -1.8693  0.359
O1 -3.3559 1.5988 1.0568  -0.934
H15 -3.3461 1.5754 0.0950  0.468
H16 -2.4781 1.9137 1.3043  0.468

Properties
orbital gap: 9.643 eV
net charge: 0
SMILES: CC(C)[C@@H](N)CN.O
E_HOMO: -8.9 eV

The data favor (P); the next most stable structure lies 24.4 kJ/mol above it.

(P)
Molecular formula: C5H16N2O
Method: DFT, ωB97M-V/def2-TZVPD

Last column: natural (NBO) charge in e.
CARTESIAN COORDINATES (ANGSTROEM)
C1 -1.9533 -0.8451 2.1360  -0.623
C2 -0.6470 -0.2683 1.5947  -0.402
C3 -0.5862 -0.5020 0.0934  -0.057
C4 -0.7456 -1.9888 -0.4177  -0.651
N1 0.6231 0.2651 -0.3526  -0.660
C5 0.8440 0.0979 -1.8135  -0.052
N2 1.5913 1.3156 -2.1329  -0.890
H1 -1.8452 -1.9299 2.1741  0.200
H2 -2.0699 -0.7584 3.2310  0.219
H3 -2.7974 -0.4979 1.4704  0.211
H4 -0.7572 0.8995 1.8113  0.206
H5 0.2465 -0.5866 2.2026  0.205
H6 -1.4568 -0.0403 -0.3863  0.180
H7 0.1420 -2.5596 -0.1350  0.200
H8 -1.6056 -2.5604 -0.0264  0.225
H9 -0.7177 -2.0999 -1.5276  0.216
H10 1.4575 0.0575 0.1671  0.354
H11 1.4701 -0.7809 -2.0281  0.178
H12 -0.1408 0.1314 -2.2636  0.183
H13 2.6249 1.3164 -1.9987  0.362
H14 1.2173 2.2458 -1.8104  0.394
O1 1.6642 3.4574 -0.1893  -0.944
H15 1.0181 2.6740 -0.0254  0.483
H16 2.4237 2.9576 0.2269  0.462

Properties
orbital gap: 9.302 eV
net charge: 0
SMILES: CC[C@H](C)NCN.O
E_HOMO: -8.5 eV

(Q)
Molecular formula: C5H16N2O
Method: DFT, ωB97M-V/def2-TZVPD

Last column: natural (NBO) charge in e.
CARTESIAN COORDINATES (ANGSTROEM)
C1 -0.6392 -1.3422 -2.1145  -0.623
C2 -0.6544 -1.8703 -0.6769  -0.410
C3 0.3410 -1.2128 0.3041  -0.402
C4 0.7038 0.2422 0.0110  -0.063
N1 -0.5191 1.0299 0.2246  -0.880
C5 1.8302 0.7686 0.8842  -0.222
N2 1.8883 2.2325 0.8524  -0.858
H1 -1.3908 -0.5797 -2.3194  0.206
H2 0.3748 -1.0871 -2.4042  0.206
H3 -0.9592 -2.1132 -2.8239  0.214
H4 -1.6465 -1.9166 -0.2313  0.208
H5 -0.3572 -2.9198 -0.7771  0.205
H6 1.2376 -1.8250 0.4484  0.200
H7 -0.1019 -1.2006 1.3028  0.210
H8 1.0276 0.3636 -1.0275  0.163
H9 -0.2964 1.9931 0.4140  0.392
H10 -1.1094 0.9789 -0.5931  0.365
H11 1.6689 0.4178 1.9103  0.188
H12 2.7912 0.3149 0.6353  0.180
H13 2.1917 2.7158 1.6910  0.373
H14 2.4988 2.4731 0.0915  0.357
O1 -3.2668 0.9067 1.1488  -0.957
H15 -3.1608 1.2292 2.0431  0.462
H16 -2.4523 0.4008 1.0062  0.485

Properties
orbital gap: 10.059 eV
net charge: 0
SMILES: CCC[C@@H](N)CN.O
E_HOMO: -9.1 eV

The data favor (Q); the next most stable structure lies 121.1 kJ/mol above it.

(P)
Molecular formula: C5H16N2O
Method: DFT, ωB97M-V/def2-TZVPD

Last column: natural (NBO) charge in e.
CARTESIAN COORDINATES (ANGSTROEM)
C1 2.5521 -0.1861 1.0175  -0.621
C2 1.1926 -0.1464 1.6892  -0.414
C3 0.0086 -0.1724 0.7225  -0.029
C4 -1.2911 -0.2296 1.5728  -0.631
N1 0.2206 -1.1683 -0.3410  -0.652
C5 -1.0171 -1.5486 -1.0218  -0.053
N2 -0.7519 -2.1798 -2.3158  -0.838
H1 3.3142 0.3776 1.5626  0.210
H2 3.0264 -1.1729 0.9522  0.205
H3 2.5617 0.1997 -0.0010  0.222
H4 0.9768 -0.9030 2.4425  0.202
H5 1.1452 0.7998 2.2412  0.208
H6 -0.0989 0.7620 0.1586  0.171
H7 -1.2256 -0.8955 2.4359  0.200
H8 -1.3308 0.7689 2.0171  0.211
H9 -2.1903 -0.4347 1.0015  0.212
H10 0.7105 -2.0078 -0.0391  0.353
H11 -1.7047 -2.1431 -0.4157  0.159
H12 -1.6489 -0.6938 -1.3017  0.176
H13 0.0150 -2.8442 -2.2231  0.349
H14 -0.5294 -1.5158 -3.0497  0.361
O1 -1.3276 5.4945 -2.2565  -0.936
H15 -0.8791 4.7425 -1.8125  0.468
H16 -1.7283 5.0972 -3.0359  0.468

Properties
orbital gap: 9.421 eV
net charge: 0
SMILES: CC[C@H](C)NCN.O
E_HOMO: -8.9 eV

(Q)
Molecular formula: C5H16N2O
Method: DFT, ωB97M-V/def2-TZVPD

Last column: natural (NBO) charge in e.
CARTESIAN COORDINATES (ANGSTROEM)
N1 -1.0496 -0.8798 -0.0162  -0.944
C1 -0.0757 -0.0311 0.5049  -0.080
C2 -0.0180 1.4715 0.0140  -0.458
C3 0.3828 1.4434 -1.5139  -0.320
C4 1.8350 1.0816 -1.7645  -0.622
C5 -0.2831 0.7076 1.7068  -0.116
N2 -1.4270 -1.9724 2.9107  -1.107
H1 -1.4354 -1.8132 1.9007  0.392
H2 -1.9209 -0.3888 -0.1891  0.329
H3 0.9010 -0.5143 0.4017  0.238
H4 0.7268 2.1745 0.3994  0.243
H5 -0.9670 2.0126 -0.0055  0.256
H6 -0.2698 0.7290 -2.0090  0.243
H7 0.1932 2.4342 -1.9228  0.208
H8 2.4981 1.7730 -1.2360  0.190
H9 2.0884 1.1369 -2.8199  0.230
H10 2.0122 0.0630 -1.4332  0.234
H11 0.5513 1.0357 2.3095  0.217
H12 -1.2372 0.5433 2.1990  0.259
H13 -2.0723 -2.7419 3.0629  0.359
H14 -0.5016 -2.3306 3.1197  0.351
H15 0.0321 -2.6767 -2.2692  0.458
H16 -0.2844 -1.4683 -1.2806  0.488
O1 0.3211 -1.7892 -2.0692  -1.047

Properties
orbital gap: 7.142 eV
net charge: 0
E_HOMO: -7.8 eV

(R)
Molecular formula: C5H16N2O
Method: DFT, ωB97M-V/def2-TZVPD

Last column: natural (NBO) charge in e.
CARTESIAN COORDINATES (ANGSTROEM)
C1 -1.9375 2.0583 -2.2059  -0.412
N1 -1.0556 1.5021 -1.0308  -0.668
C2 0.5181 1.5703 -1.0511  -0.249
C3 1.0897 0.1214 -0.9525  -0.239
N2 1.2657 -0.5343 0.3400  -0.439
C4 -0.0182 -1.0672 0.8606  -0.429
C5 1.9235 0.2520 1.4649  -0.425
H1 -1.4145 3.0641 -2.3778  0.203
H2 -2.0522 1.5336 -3.0970  0.167
H3 -2.9039 1.8942 -1.7437  0.202
H4 -1.4296 0.6618 -0.7018  0.350
H5 0.9790 2.1538 -1.8883  0.207
H6 0.8662 2.0678 -0.0588  0.185
H7 2.0854 -0.0074 -1.2334  0.203
H8 0.4933 -0.4798 -1.7356  0.194
H9 -0.6054 -0.3995 1.5804  0.159
H10 0.1064 -1.9731 1.3505  0.212
H11 -0.7984 -1.2563 0.1133  0.185
H12 2.5780 -0.4878 1.8409  0.208
H13 2.5541 1.0039 1.2343  0.196
H14 1.1961 0.6109 2.1691  0.187
O1 -0.8123 -4.0036 2.5605  -0.943
H15 -0.9842 -4.8243 2.0713  0.473
H16 -1.6437 -3.4606 2.4908  0.472

Properties
orbital gap: 8.818 eV
net charge: 0
SMILES: CNCCN(C)C.O
E_HOMO: -8.0 eV

(S)
Molecular formula: C5H16N2O
Method: DFT, ωB97M-V/def2-TZVPD

Last column: natural (NBO) charge in e.
CARTESIAN COORDINATES (ANGSTROEM)
C1 0.9692 -1.0144 -2.1784  -0.620
C2 1.2521 -1.1494 -0.6602  -0.422
C3 1.1884 0.0579 0.1234  -0.401
C4 -0.3706 0.4193 0.2108  -0.064
N1 -0.9807 -0.2152 1.4491  -0.839
C5 -0.2514 2.0083 0.2619  -0.226
N2 -1.3003 2.6955 -0.5484  -0.854
H1 -0.0895 -1.0588 -2.5536  0.203
H2 1.3312 -0.1520 -2.6371  0.200
H3 1.4274 -1.8368 -2.7720  0.216
H4 0.5896 -2.0097 -0.2736  0.197
H5 2.2273 -1.6281 -0.6045  0.206
H6 1.9629 0.7678 -0.4892  0.206
H7 1.5223 -0.0003 1.2335  0.217
H8 -0.8963 0.0756 -0.6863  0.198
H9 -0.4063 0.0926 2.2443  0.351
H10 -1.8726 0.1821 1.6742  0.362
H11 -0.4213 2.4160 1.2817  0.188
H12 0.7870 2.2835 -0.0785  0.166
H13 -1.3762 3.6074 -0.3215  0.355
H14 -1.2258 2.4770 -1.5813  0.358
O1 -1.3247 -2.7362 2.6817  -0.940
H15 -0.6467 -2.8655 2.0157  0.471
H16 -2.0951 -2.4166 2.2082  0.471

Properties
orbital gap: 9.832 eV
net charge: 0
SMILES: CCC[C@@H](N)CN.O
E_HOMO: -8.9 eV

The data favor (P); the next most stable structure lies 115.9 kJ/mol above it.